[1]
This record from OMol25 describes one molecule with the formula C19H27FN4O4S. The level of theory is ωB97M-V with the def2-TZVPD basis set.

The value obtained for the maximum force is 0.0187 Eh/bohr. Its total energy is -47843.399 eV. For the HOMO energy, the calculation gives -9.020 eV. As for the HOMO-LUMO gap: 9.4632 eV. For the molecular weight, the calculation gives 426.5 g/mol. The structure (SMILES) is CN(C(=O)c1cc(S(N)(=O)=O)n(C)c1)[C@H]1CCCN(C(=O)C(F)=C2CCC2)CC1.

Geometry as XYZ:
```
56
Properties=species:S:1:pos:R:3:lowdin_charge:R:1
C -2.838 1.829 0.767 -0.0240
N -1.493 2.103 0.282 -0.0636
C -0.832 3.179 0.829 -0.4069
O -1.409 4.228 1.071 0.0640
C 0.639 3.106 1.016 -0.1173
C 1.469 2.035 1.414 0.0099
C 2.742 2.535 1.517 -0.3078
S 4.165 1.636 1.922 0.6018
N 4.615 2.272 3.380 -0.0616
O 3.736 0.278 2.080 -0.2921
O 5.231 1.981 1.028 -0.2941
N 2.726 3.874 1.201 -0.1014
C 3.870 4.771 1.169 -0.0043
C 1.452 4.218 0.910 0.0097
C -0.821 1.024 -0.451 -0.2805
C -0.749 -0.291 0.352 -0.1365
C 0.463 -1.184 0.052 -0.1476
C 0.818 -1.275 -1.432 -0.1362
N -0.355 -1.303 -2.309 -0.0314
C -1.309 -2.273 -2.284 -0.3921
O -2.441 -2.087 -2.714 0.0703
C -0.993 -3.608 -1.701 -0.1418
F 0.311 -3.999 -1.657 0.0523
C -1.918 -4.425 -1.234 -0.1554
C -1.849 -5.757 -0.527 -0.1021
C -3.320 -5.527 -0.078 -0.1464
C -3.411 -4.324 -1.058 -0.1114
C -0.779 0.001 -2.816 -0.1361
C -1.543 0.836 -1.794 -0.1137
H -2.847 0.934 1.394 0.0866
H -3.171 2.684 1.348 0.0891
H -3.540 1.685 -0.055 0.0890
H 1.196 1.017 1.628 0.0984
H 4.179 1.789 4.156 0.0784
H 5.626 2.283 3.454 0.0761
H 3.510 5.770 0.939 0.0938
H 4.363 4.779 2.139 0.0878
H 4.582 4.450 0.411 0.0912
H 1.186 5.228 0.646 0.1433
H 0.190 1.379 -0.658 0.1384
H -0.751 -0.059 1.420 0.1136
H -1.665 -0.861 0.169 0.1155
H 1.352 -0.828 0.580 0.0977
H 0.258 -2.184 0.441 0.1108
H 1.387 -0.394 -1.728 0.1212
H 1.458 -2.132 -1.616 0.1150
H -1.740 -6.588 -1.226 0.1186
H -1.091 -5.854 0.249 0.1118
H -4.011 -6.349 -0.251 0.0977
H -3.388 -5.220 0.964 0.1022
H -3.789 -3.377 -0.677 0.1111
H -3.944 -4.552 -1.981 0.1212
H 0.122 0.525 -3.140 0.1249
H -1.409 -0.162 -3.687 0.1239
H -2.513 0.364 -1.625 0.1102
H -1.729 1.821 -2.229 0.1290
```



[2]
This record from OMol25 describes C4H6N2O as an isolated structure. The level of theory is ωB97M-V with the def2-TZVPD basis set.

The value obtained for the maximum force is 0.0118 Eh/bohr. Its total energy is -9268.738 eV. For the HOMO energy, the calculation gives -8.036 eV. As for the HOMO-LUMO gap: 8.9319 eV. For the molecular weight, the calculation gives 98.1 g/mol.

Geometry as XYZ:
```
13
Properties=species:S:1:pos:R:3:lowdin_charge:R:1
N 1.376 -0.109 0.199 0.1094
C 0.660 0.214 -0.972 -0.2741
O -0.379 1.061 -0.834 -0.0378
C -0.983 0.947 0.464 -0.1361
C -0.943 -0.547 0.907 -0.0879
C 0.164 -1.073 0.033 -0.4768
N 0.092 -1.646 -1.094 0.1602
H 2.198 -0.638 -0.083 0.1100
H 1.106 0.269 -1.959 0.1577
H -1.994 1.341 0.357 0.1259
H -0.414 1.559 1.168 0.1208
H -0.722 -0.611 1.975 0.1149
H -1.869 -1.075 0.670 0.1139
```



Q: Among the records above, which one has the highest maximum force?
A: C19H27FN4O4S



What did the first record say?
This record from OMol25 describes one molecule with the formula C19H27FN4O4S. The level of theory is ωB97M-V with the def2-TZVPD basis set.

The value obtained for the maximum force is 0.0187 Eh/bohr. Its total energy is -47843.399 eV. For the HOMO energy, the calculation gives -9.020 eV. As for the HOMO-LUMO gap: 9.4632 eV. For the molecular weight, the calculation gives 426.5 g/mol. The structure (SMILES) is CN(C(=O)c1cc(S(N)(=O)=O)n(C)c1)[C@H]1CCCN(C(=O)C(F)=C2CCC2)CC1.

Geometry as XYZ:
```
56
Properties=species:S:1:pos:R:3:lowdin_charge:R:1
C -2.838 1.829 0.767 -0.0240
N -1.493 2.103 0.282 -0.0636
C -0.832 3.179 0.829 -0.4069
O -1.409 4.228 1.071 0.0640
C 0.639 3.106 1.016 -0.1173
C 1.469 2.035 1.414 0.0099
C 2.742 2.535 1.517 -0.3078
S 4.165 1.636 1.922 0.6018
N 4.615 2.272 3.380 -0.0616
O 3.736 0.278 2.080 -0.2921
O 5.231 1.981 1.028 -0.2941
N 2.726 3.874 1.201 -0.1014
C 3.870 4.771 1.169 -0.0043
C 1.452 4.218 0.910 0.0097
C -0.821 1.024 -0.451 -0.2805
C -0.749 -0.291 0.352 -0.1365
C 0.463 -1.184 0.052 -0.1476
C 0.818 -1.275 -1.432 -0.1362
N -0.355 -1.303 -2.309 -0.0314
C -1.309 -2.273 -2.284 -0.3921
O -2.441 -2.087 -2.714 0.0703
C -0.993 -3.608 -1.701 -0.1418
F 0.311 -3.999 -1.657 0.0523
C -1.918 -4.425 -1.234 -0.1554
C -1.849 -5.757 -0.527 -0.1021
C -3.320 -5.527 -0.078 -0.1464
C -3.411 -4.324 -1.058 -0.1114
C -0.779 0.001 -2.816 -0.1361
C -1.543 0.836 -1.794 -0.1137
H -2.847 0.934 1.394 0.0866
H -3.171 2.684 1.348 0.0891
H -3.540 1.685 -0.055 0.0890
H 1.196 1.017 1.628 0.0984
H 4.179 1.789 4.156 0.0784
H 5.626 2.283 3.454 0.0761
H 3.510 5.770 0.939 0.0938
H 4.363 4.779 2.139 0.0878
H 4.582 4.450 0.411 0.0912
H 1.186 5.228 0.646 0.1433
H 0.190 1.379 -0.658 0.1384
H -0.751 -0.059 1.420 0.1136
H -1.665 -0.861 0.169 0.1155
H 1.352 -0.828 0.580 0.0977
H 0.258 -2.184 0.441 0.1108
H 1.387 -0.394 -1.728 0.1212
H 1.458 -2.132 -1.616 0.1150
H -1.740 -6.588 -1.226 0.1186
H -1.091 -5.854 0.249 0.1118
H -4.011 -6.349 -0.251 0.0977
H -3.388 -5.220 0.964 0.1022
H -3.789 -3.377 -0.677 0.1111
H -3.944 -4.552 -1.981 0.1212
H 0.122 0.525 -3.140 0.1249
H -1.409 -0.162 -3.687 0.1239
H -2.513 0.364 -1.625 0.1102
H -1.729 1.821 -2.229 0.1290
```



Q: Number 1 is which compound?
A: C19H27FN4O4S



Q: The highest HOMO-LUMO gap belongs to which entry?
A: C19H27FN4O4S